Computed, not measured: the molecule C18H23N3O7S in a non-equilibrium geometry, with ωB97M-V/def2-TZVPD.

```
52
C18H23N3O7S (ωB97M-V/def2-TZVPD)
C 2.7938 0.9891 -1.8664
H 2.9367 0.3886 -2.7656
H 1.7583 0.9535 -1.5364
H 3.1134 2.0138 -2.0618
O 3.5578 0.4347 -0.7933
C 4.8829 0.4865 -0.8987
O 5.4846 1.0151 -1.7888
C 5.4958 -0.2579 0.2621
H 6.5643 -0.4028 0.1318
H 5.2654 0.2008 1.2195
S 4.6532 -1.8689 0.2809
O 5.2996 -2.7446 1.2104
O 4.4326 -2.3403 -1.0490
C 3.0564 -1.4280 0.9919
N 2.8459 -0.6214 1.9776
N 1.5159 -0.5841 2.1701
C 0.9832 -1.3698 1.2873
O 1.9200 -1.9448 0.5079
C -0.4765 -1.6383 1.1049
N -1.2063 -0.3983 1.2613
C -0.8343 0.7151 0.5715
O -0.0164 0.7003 -0.3201
O -1.5265 1.7656 1.0075
C -1.3259 3.0799 0.4226
C 0.1168 3.5342 0.6384
H 0.8035 2.8852 0.1029
H 0.3624 3.5019 1.6974
H 0.2375 4.5515 0.2771
C -2.2921 3.9768 1.1962
H -2.2201 4.9980 0.8347
H -2.0508 3.9568 2.2553
H -3.3122 3.6250 1.0676
C -1.6876 3.0587 -1.0619
H -2.7026 2.6894 -1.1929
H -1.6241 4.0643 -1.4675
H -1.0048 2.4153 -1.6097
H -1.7957 -0.2634 2.0650
H -0.8111 -2.3169 1.8978
C -0.7437 -2.2834 -0.2690
C -2.2147 -2.5391 -0.4381
C -2.7890 -3.7075 0.0458
C -4.1498 -3.9256 -0.0773
C -4.9530 -2.9733 -0.6813
C -4.3889 -1.8049 -1.1644
C -3.0276 -1.5896 -1.0430
H -2.5871 -0.6800 -1.4241
H -5.0113 -1.0608 -1.6394
H -6.0150 -3.1433 -0.7781
H -4.5841 -4.8407 0.2974
H -2.1647 -4.4554 0.5144
H -0.1793 -3.2147 -0.3303
H -0.3847 -1.6023 -1.0404
```

energy above the lowest of the compared OMol25 structures with the same formula, charge and spin = 1.707 eV
net charge = 0
2S+1 = 1
structure (SMILES) = COC(=O)CS(=O)(=O)c1nnc([C@H](Cc2ccccc2)NC(=O)OC(C)(C)C)o1
frontier orbital gap = 10.0 eV
E_HOMO = -9.495 eV

Computed, not measured: a structure of composition C18H23N4O3Re in a non-equilibrium geometry, with ωB97M-V/def2-TZVPD.

```
49
C18H23N4O3Re (ωB97M-V/def2-TZVPD)
Re -0.5947 -0.5970 -0.6538
C 2.2164 -1.4450 -0.6131
C 1.6195 -1.6810 0.7711
N 0.1656 -2.0807 0.6971
C -0.5657 -1.9573 1.9951
C -1.0465 -0.5364 2.2249
C -1.7647 -0.0481 3.4250
C -2.5351 1.2082 3.2605
C -2.4092 1.9598 2.1604
C -1.7019 1.4258 1.0054
C -1.4966 2.2131 -0.2671
N -0.6806 1.4500 -1.2661
C 0.7949 1.8023 -1.2452
C 1.6425 0.7498 -1.9538
N 1.2862 -0.6695 -1.5331
N -1.2459 0.1988 1.0263
H 2.4302 -2.3921 -1.1077
H 3.1628 -0.9151 -0.5094
H 1.6666 -0.7594 1.3535
H 2.2040 -2.4417 1.2926
H 0.1023 -3.0539 0.3979
H 0.0357 -2.2755 2.8481
H -1.4414 -2.6064 1.9320
H -1.9986 -0.7256 4.2366
H -3.2025 1.4980 4.0635
H -2.9193 2.9113 2.0750
H -1.0360 3.1703 -0.0019
H -2.4686 2.4519 -0.7063
H -1.0538 1.6433 -2.1948
H 1.0875 1.8720 -0.1966
H 0.9630 2.7738 -1.7137
H 2.6980 0.9492 -1.7695
H 1.4886 0.7979 -3.0320
H 1.2305 -1.2138 -2.3978
O 1.4343 4.2485 3.7122
C 0.8833 3.5469 4.7031
C 0.6960 4.2083 5.9168
C 0.1592 3.5344 6.9838
C -0.2253 2.1743 6.9002
C -0.0952 1.5226 5.7163
C 0.4380 2.2054 4.5795
C 0.5324 1.6238 3.3043
O -0.2909 0.1506 3.3301
O 1.0148 1.8114 2.2505
H 1.7447 3.6879 2.9877
H 1.0123 5.2396 5.9947
H 0.0450 4.0546 7.9266
H -0.5975 1.6605 7.7746
H -0.3433 0.4739 5.6506
```

energy above the lowest of the compared OMol25 structures with the same formula, charge and spin = 5.078 eV
net charge = +3
2S+1 = 2
frontier orbital gap (alpha / beta) = 6.4 / 6.0 eV
E_HOMO (alpha / beta) = -17.575 / -17.207 eV

Computed, not measured: a structure of composition C18H23N4OSTi, with ωB97M-V/def2-TZVPD.

```
48
C18H23N4OSTi (ωB97M-V/def2-TZVPD)
Ti -0.1113 -0.7833 0.5642
C 0.0634 1.9593 2.2870
C -0.5901 0.8764 3.1410
N -0.1537 -0.4845 2.7650
C 1.1005 -0.9766 3.3755
C 2.3613 -0.3064 2.8374
S 2.4693 -0.2467 1.0122
C 2.5589 1.5356 0.6444
C 1.2443 2.1324 0.1337
N 0.0743 1.6056 0.8556
H -0.4553 2.9023 2.4779
H 1.0899 2.1183 2.6055
H -0.3755 1.0905 4.1927
H -1.6707 0.9111 3.0082
H -0.8805 -1.1389 3.0437
H 1.0926 -0.8061 4.4572
H 1.1379 -2.0475 3.1863
H 2.4703 0.7107 3.2079
H 3.2262 -0.8658 3.1903
H 2.9322 2.0421 1.5329
H 3.3257 1.6597 -0.1194
H 1.3286 3.2218 0.2151
H 1.1133 1.8842 -0.9203
H -0.7634 1.9734 0.4126
C 2.5497 -0.7829 -4.7908
C 2.9185 -0.7300 -3.4572
C 1.9435 -0.6942 -2.4703
C 0.6007 -0.7088 -2.8113
C 0.2262 -0.7741 -4.1522
C 1.2011 -0.8073 -5.1313
N -0.3647 -0.6635 -1.7473
N -1.5514 -0.7093 -2.1226
C -2.5387 -0.6806 -1.1207
C -3.8527 -0.7247 -1.5762
C -4.8880 -0.7131 -0.6569
C -4.5938 -0.6645 0.6973
C -3.2690 -0.6287 1.1333
C -2.2041 -0.6340 0.2407
H 3.3057 -0.8150 -5.5634
H 3.9634 -0.7300 -3.1776
H 2.2561 -0.6886 -1.4345
H -0.8195 -0.7983 -4.4170
H 0.9066 -0.8576 -6.1708
H -4.0426 -0.7731 -2.6405
H -5.9154 -0.7484 -0.9919
H -5.3986 -0.6598 1.4215
H -3.0948 -0.6095 2.2056
O 0.0733 -2.3717 0.6276
```

energy above the lowest of the compared OMol25 structures with the same formula, charge and spin = 0.093 eV
net charge = +1
2S+1 = 1
frontier orbital gap = 7.8 eV
E_HOMO = -11.400 eV

Computed, not measured: a structure of composition C18H23N5O2PbS3, with ωB97M-V/def2-TZVPD.

```
52
C18H23N5O2PbS3 (ωB97M-V/def2-TZVPD)
Pb 0.3276 0.4580 0.5461
C -1.1304 3.4277 1.9322
C -2.4205 2.9600 1.2622
N -2.2230 1.7489 0.4822
C -3.1987 0.6811 0.6746
C -3.1584 0.0405 2.0572
S -1.5487 -0.6368 2.5580
C -1.1059 0.3580 4.0076
C -1.1892 1.8704 3.8513
N -0.4775 2.3588 2.6794
H -1.3658 4.3075 2.5496
H -0.4284 3.7589 1.1632
H -2.8122 3.7801 0.6520
H -3.1811 2.7710 2.0234
H -2.1091 1.9346 -0.5068
H -2.9902 -0.0833 -0.0761
H -4.2327 1.0207 0.5133
H -3.8681 -0.7867 2.0717
H -3.4785 0.7369 2.8318
H -0.0759 0.0542 4.2088
H -1.7134 0.0329 4.8541
H -0.8178 2.3206 4.7798
H -2.2345 2.1737 3.7821
H 0.4760 2.6064 2.9063
S 2.4723 -0.5209 2.2010
C 3.3273 -0.2790 0.7219
N 2.7540 0.0096 -0.4156
C 3.6619 0.1253 -1.4547
C 3.3381 0.4215 -2.7768
C 4.3595 0.5063 -3.7041
C 5.6915 0.3024 -3.3306
C 6.0224 0.0096 -2.0190
C 4.9956 -0.0769 -1.0860
S 5.0703 -0.4206 0.6152
H 2.3018 0.5786 -3.0498
H 4.1254 0.7336 -4.7360
H 6.4740 0.3746 -4.0742
H 7.0533 -0.1471 -1.7302
C -1.3982 -4.8131 -1.6047
N -1.2131 -3.3791 -1.7646
C -1.4302 -2.7624 -2.9599
C -1.2975 -1.4355 -3.1225
C -0.8812 -0.6541 -1.9769
O -0.7526 0.5863 -2.0059
N -0.6557 -1.3037 -0.8031
C -0.8551 -2.6398 -0.6253
O -0.6940 -3.2127 0.4378
H -1.3914 -5.2737 -2.5905
H -2.3411 -5.0358 -1.1046
H -0.5910 -5.2184 -1.0014
H -1.7199 -3.4160 -3.7729
H -1.4700 -0.9533 -4.0707
```

energy above the lowest of the compared OMol25 structures with the same formula, charge and spin = 0.116 eV
net charge = 0
2S+1 = 1
frontier orbital gap = 7.8 eV
E_HOMO = -7.368 eV

Computed, not measured: a structure of composition C18H23N5OS in a non-equilibrium geometry, with ωB97M-V/def2-TZVPD.

```
48
C18H23N5OS (ωB97M-V/def2-TZVPD)
C 5.2344 3.5711 -0.3355
C 4.8147 2.1653 -0.2696
C 3.4768 1.9801 -0.4486
C 2.9534 0.5440 -0.2933
C 3.8312 -0.6427 -0.1092
C 5.1078 -0.2731 0.2533
C 5.4560 1.0112 0.2063
H 6.5706 1.4044 0.0344
C 6.1460 -1.1954 0.4352
H 7.2170 -0.7992 0.5920
H 6.1869 -1.7879 -0.2218
H 5.8804 -1.6056 1.3802
N 3.1305 -1.8538 0.0254
C 1.8276 -1.3363 -0.0637
N 0.7999 -2.3059 -0.2350
C -0.4354 -1.7434 -0.2589
N -0.5520 -0.5883 -0.5780
N 0.3622 0.3771 -0.5396
C 1.7088 0.0773 -0.4269
S -1.7590 -2.7459 -0.3058
C -3.1343 -1.6571 -0.9269
H -4.0226 -2.2026 -0.9999
H -2.7664 -0.9125 -1.6072
C -3.5483 -0.7370 0.5277
N -4.6109 0.2272 -0.2489
C -5.8090 -0.5719 0.1697
C -6.9829 0.1246 -0.3776
O -6.9583 1.7275 0.2271
C -5.8236 2.1586 0.2177
C -4.5790 1.2992 0.7477
H -3.6467 1.9461 0.4508
H -4.7951 1.1948 1.6382
H -5.7824 3.1869 0.6556
H -5.5704 2.2516 -0.9826
H -8.0115 -0.1919 -0.1945
H -6.7953 0.6409 -1.4199
H -5.8725 -1.5375 -0.5298
H -6.0928 -0.7719 1.5155
H -3.7244 -1.3825 1.2410
H -2.7502 -0.0204 0.6954
C 3.6750 -3.0709 0.5909
H 4.1768 -3.2492 -0.0797
H 2.6331 -3.7004 0.4393
H 4.0033 -3.1755 1.4463
H 2.4918 2.7170 -0.7301
H 4.5331 4.1977 -0.6611
H 5.7555 3.7880 0.5393
H 6.0501 3.4683 -1.1849
```

energy above the lowest of the compared OMol25 structures with the same formula, charge and spin = 18.508 eV
net charge = 0
2S+1 = 1
frontier orbital gap = 7.2 eV
E_HOMO = -7.793 eV

Computed, not measured: a structure of composition C18H24Br38I2Si, with ωB97M-V/def2-TZVPD.

```
83
C18H24Br38I2Si (ωB97M-V/def2-TZVPD)
C -1.7710 -3.4582 6.5795
C -1.1522 -2.5179 5.5276
Br -0.0961 -1.1587 6.4475
C -2.2395 -1.9504 4.5800
Br -3.1569 -0.3579 5.2383
Si -1.8030 -1.6946 2.7555
C -0.3460 -0.5754 2.3291
I 1.5463 -1.2589 3.0801
C -0.3161 -0.3006 0.8115
C 0.6578 0.8174 0.4027
I 0.1281 -2.0658 -0.3749
H -2.6518 -2.9780 7.0204
H -2.0915 -4.3703 6.0618
H -1.0598 -3.7119 7.3628
H -0.4340 -3.0644 4.9115
H -3.0352 -2.7100 4.5763
H -2.9856 -1.0486 2.1416
H -1.6518 -3.0210 2.1297
H -0.4853 0.4056 2.7895
H -1.3326 -0.0550 0.4931
H 1.6646 0.4274 0.2253
H 0.3238 1.2770 -0.5324
H 0.6995 1.5835 1.1806
C 0.9213 -0.0349 -3.7188
Br -0.7698 0.7386 -3.2523
Br 0.8716 -0.9253 -5.4216
Br 2.2999 1.3044 -3.6562
H 1.1532 -0.7747 -2.9637
C -2.2421 3.0570 3.8728
Br -3.6241 4.2981 4.3579
Br -2.5172 2.3483 2.1039
Br -0.4864 3.8169 4.0578
H -2.2992 2.2193 4.5547
C 1.0023 4.6909 -4.3760
Br 2.0988 6.1432 -4.9921
Br 0.0329 5.1259 -2.7791
Br -0.1871 4.0682 -5.7495
H 1.6607 3.8667 -4.1454
C -2.7247 -7.4787 4.3227
Br -4.5537 -7.8479 3.8797
Br -2.0719 -5.9322 3.3754
Br -2.4743 -7.3037 6.2212
H -2.1394 -8.3265 3.9958
C 6.1775 6.5311 -4.8409
Br 5.7876 6.9191 -6.6819
Br 5.3878 7.8385 -3.6695
Br 5.6356 4.7478 -4.3711
H 7.2490 6.5886 -4.7125
C 8.3132 8.5910 -1.3878
Br 8.4381 10.0647 -0.1608
Br 9.4504 8.8466 -2.9184
Br 8.6642 6.9104 -0.5240
H 7.2973 8.5556 -1.7515
C -4.1937 -1.9874 -2.9557
Br -2.9538 -2.1289 -4.4172
Br -3.7890 -3.2548 -1.5704
Br -4.2950 -0.1914 -2.2628
H -5.1733 -2.2295 -3.3399
C -1.4776 7.3887 0.5716
Br -1.4135 8.6828 -0.8458
Br -2.7512 5.9926 0.1995
Br 0.2620 6.6581 0.9446
H -1.8132 7.8981 1.4628
C 4.3716 3.6977 -7.9147
Br 3.5766 4.6321 -9.3956
Br 3.2564 2.2553 -7.3061
Br 6.1521 3.0987 -8.3210
H 4.4522 4.4056 -7.1010
C -3.3630 6.5346 -5.2885
Br -5.0455 5.9067 -5.9787
Br -2.8967 8.2552 -6.0107
Br -3.3379 6.5480 -3.3690
H -2.6025 5.8374 -5.6118
C -2.6341 -11.1919 2.1204
Br -4.4065 -11.5907 1.4960
Br -1.9608 -9.5550 1.3609
Br -2.5500 -11.1576 4.0392
H -1.9840 -11.9901 1.7909
C 0.4316 -13.9726 4.6927
Br 1.6259 -12.6311 4.0100
Br -0.4631 -13.3756 6.2865
Br -0.8133 -14.5624 3.3451
H 1.0258 -14.8328 4.9625
```

net charge = 0
2S+1 = 1
frontier orbital gap = 8.8 eV
E_HOMO = -9.102 eV

Computed, not measured: a cluster of 5 separate species, C18H24Cl12F8N2O3P in total in a non-equilibrium geometry, with ωB97M-V/def2-TZVPD.

```
68
C18H24Cl12F8N2O3P (ωB97M-V/def2-TZVPD)
C 3.5574 -0.5724 2.8067
O 3.7343 -1.9356 2.4204
C 4.8787 -2.1151 1.6548
N 4.6435 -1.6710 0.2651
C 5.4282 -0.6940 -0.3500
C 4.9062 -0.5260 -1.5515
P 5.5648 0.6937 -2.7557
C 5.7269 2.1995 -1.7070
O 7.1219 0.2398 -3.0612
N 3.8282 -1.3716 -1.6977
C 3.0122 -1.4648 -2.9004
C 3.6979 -2.0496 -0.5631
C 2.6434 -3.0388 -0.2508
C 1.3462 -2.2565 0.1191
O 0.2159 -2.8141 -0.5090
C -0.5353 -1.9212 -1.2944
C -2.0453 -2.2810 -1.1424
F -2.1499 -3.4912 -0.5735
F -2.6455 -2.3343 -2.3387
C -2.7414 -1.2859 -0.1866
F -3.8205 -1.9164 0.3240
F -1.9551 -0.9983 0.8624
C -3.2587 0.0237 -0.8644
F -4.5548 -0.1381 -1.1353
F -2.5735 0.3058 -1.9871
C -3.1707 1.2685 0.0350
F -1.8942 1.6888 0.1091
F -3.7236 1.0640 1.2319
H 3.6284 0.1110 1.9576
H 2.5696 -0.4806 3.2355
H 4.3167 -0.2934 3.5370
H 5.2320 -3.1397 1.7008
H 5.6704 -1.4780 2.0487
H 6.2576 -0.1889 0.0961
H 6.5764 2.7794 -2.0552
H 5.8896 1.9747 -0.6539
H 4.8290 2.8035 -1.7796
H 7.4803 0.9268 -3.6373
H 3.6281 -1.6692 -3.7662
H 2.2721 -2.2455 -2.7797
H 2.5186 -0.5122 -3.0602
H 2.9427 -3.6163 0.6122
H 2.4301 -3.6726 -1.1043
H 1.1975 -2.2842 1.1965
H 1.4806 -1.2001 -0.1214
H -0.4307 -0.8838 -0.9725
H -0.2523 -1.9906 -2.3462
H -3.7336 2.0563 -0.4837
C -5.0879 -2.3270 3.4511
Cl -6.6457 -3.1300 3.2882
Cl -5.2468 -0.8413 4.3954
Cl -3.8969 -3.4050 4.1818
H -4.7396 -2.0599 2.4651
C -2.7630 3.2789 -4.0018
Cl -1.8724 4.7158 -4.5011
Cl -3.4241 3.4925 -2.3751
Cl -4.0485 2.9063 -5.1458
H -2.0751 2.4440 -3.9816
C -3.6320 2.4896 5.0572
Cl -2.0232 2.0673 5.6521
Cl -4.5189 3.4196 6.2625
Cl -3.5211 3.3797 3.5373
H -4.1737 1.5716 4.8769
C -6.4075 4.5661 0.1258
Cl -8.0944 4.0715 0.0416
Cl -5.3932 3.2138 0.6648
Cl -5.8545 5.1802 -1.4323
H -6.3218 5.3617 0.8541
```

net charge = +1
2S+1 = 1
frontier orbital gap = 9.2 eV
E_HOMO = -11.913 eV

Computed, not measured: a structure of composition C18H24FN3O5P2Zn in a non-equilibrium geometry, with ωB97M-V/def2-TZVPD.

```
54
C18H24FN3O5P2Zn (ωB97M-V/def2-TZVPD)
C 0.3634 -2.8592 2.7507
C -0.4847 -2.3359 1.8667
C -0.2696 -0.9613 1.3691
C -0.7005 0.1642 2.0933
C -1.4195 0.0394 3.3899
C -2.7315 -0.7840 3.3254
C -3.9717 0.0397 3.6697
C -5.1690 -0.9006 3.9589
N -5.7943 -1.4231 2.7537
C -0.3949 1.4383 1.5635
F -0.7713 2.5060 2.2716
C 0.2648 1.6304 0.3626
C 0.5615 3.0058 -0.1427
C 2.0934 3.2229 -0.3200
C 2.4735 3.6349 -1.7486
C 3.6704 2.8613 -2.2348
O 4.4890 2.3732 -1.5368
O 3.7946 2.7447 -3.5758
C 0.6665 0.4717 -0.3925
N 1.2847 0.6595 -1.5727
C 1.6689 -0.4479 -2.1670
P 2.5445 -0.1585 -3.7704
P 1.9869 -1.9009 -4.9618
O 0.8003 -2.6261 -4.4867
O 3.2646 -2.9401 -5.0138
O 1.7699 -1.4110 -6.4566
C 1.4550 -1.7404 -1.6424
N 0.8227 -1.9317 -0.5212
C 0.4130 -0.8161 0.1339
H 0.4128 -3.9316 2.8518
H 1.0200 -2.2298 3.3314
H -1.3357 -2.8993 1.5128
H -1.5626 1.0137 3.8394
H -0.7297 -0.4963 4.0472
H -2.8494 -1.2330 2.3430
H -2.6712 -1.6077 4.0302
H -4.2388 0.6274 2.7918
H -3.8045 0.6999 4.5158
H -5.9065 -0.4239 4.5938
H -4.7977 -1.7639 4.5119
H -6.5685 -0.8447 2.4573
H -5.1354 -1.5081 1.9927
H 0.0649 3.1789 -1.0934
H 0.1898 3.7105 0.5875
H 2.5719 2.2648 -0.1546
H 2.5060 3.9086 0.4085
H 1.6686 3.4107 -2.4435
H 2.7441 4.6879 -1.7776
H 2.9528 2.9301 -4.0090
H 3.9113 -0.3211 -3.4520
H 4.0425 -2.5712 -4.5532
H 0.8123 -1.3719 -6.6283
H 1.8015 -2.6042 -2.1876
Zn 2.2210 -4.1810 -6.4809
```

net charge = +2
2S+1 = 1
frontier orbital gap = 1.5 eV
E_HOMO = -13.101 eV